DFT (the ωB97M-V functional and the def2-TZVPD basis) results for a structure of composition C25H21BCl4F5N4O5RuS.

Computed properties:
E   -4418.54529 a.u.
Frontier orbital gap (spin up / spin down)   5.80 / 5.79 eV
E_HOMO (spin up / spin down)   -9.945 / -9.928 eV
Strongest force on any atom   0.8 eV/A
Energy above the lowest of the compared OMol25 structures with the same formula, charge and spin   0.411 eV

ORCA input file:
```
! RIJCOSX wB97M-V def2-TZVPD def2/J DEFGRID3
* xyz 1 1
Ru 0.342 0.604 0.759
C -4.048 6.850 1.666
C -3.652 6.312 0.299
N -3.116 4.950 0.375
C -1.780 4.776 0.361
C -1.137 3.591 0.565
C 0.373 3.605 0.421
O 0.928 4.680 0.271
O 0.960 2.464 0.409
C -1.915 2.460 0.926
O -1.477 1.369 1.367
C -3.357 2.601 0.774
C -4.160 1.457 0.827
C -5.507 1.573 0.664
F -6.265 0.455 0.637
C -6.135 2.815 0.475
C -5.338 3.946 0.427
C -3.942 3.849 0.530
N -7.530 2.926 0.331
C -8.120 3.835 -0.627
C -9.095 4.756 0.120
N -9.586 3.993 1.324
C -9.829 2.551 0.984
C -8.460 1.888 0.743
H -4.454 7.856 1.570
H -3.179 6.893 2.322
H -4.796 6.214 2.142
H -2.874 6.930 -0.143
H -4.491 6.322 -0.397
H -1.172 5.651 0.163
H -3.693 0.484 0.921
H -5.802 4.913 0.301
H -8.659 3.271 -1.397
H -7.363 4.421 -1.139
H -9.959 5.028 -0.484
H -8.619 5.662 0.491
H -10.415 4.433 1.723
H -8.842 4.016 2.024
H -10.470 2.538 0.105
H -10.362 2.083 1.809
H -8.583 1.096 -0.002
H -8.104 1.427 1.662
Cl 2.055 -5.891 -0.134
C 2.032 -4.186 -0.076
C 3.159 -3.456 -0.639
Cl 4.458 -4.346 -1.298
C 3.194 -2.096 -0.646
Cl 4.489 -1.191 -1.292
C 2.090 -1.383 -0.079
O 2.004 -0.128 -0.018
C 0.982 -2.108 0.507
O 0.085 -1.396 1.020
C 0.975 -3.539 0.487
Cl -0.369 -4.342 1.164
S 2.155 0.407 4.895
C 0.598 -0.306 4.830
C 0.034 -0.090 3.622
N 0.824 0.640 2.761
C 1.972 0.953 3.303
H 0.190 -0.842 5.670
H -0.937 -0.419 3.287
H 2.722 1.531 2.784
F -2.673 0.281 -2.152
B -1.797 -0.431 -1.362
F -0.636 0.505 -1.120
F -1.253 -1.545 -1.957
F -2.370 -0.731 -0.130
*
```


DFT (the ωB97M-V functional and the def2-TZVPD basis) results for a structure of composition C40H37OZr.

Computed properties:
E   -1668.65127 a.u.
Frontier orbital gap   3.30 eV
E_HOMO   -1.074 eV
Strongest force on any atom   3.2 eV/A

ORCA input file:
```
! RIJCOSX wB97M-V def2-TZVPD def2/J DEFGRID3
* xyz -1 1
C -4.571 -4.969 -1.469
C -3.341 -4.115 -1.454
C -3.341 -2.914 -2.175
C -2.184 -2.166 -2.258
C -1.026 -2.506 -1.534
C 0.100 -1.457 -1.593
C 1.558 -1.751 -1.204
C 2.080 -2.927 -0.671
C 3.387 -2.961 -0.161
C 4.247 -1.889 -0.406
O 5.628 -1.934 -0.207
C 6.388 -2.861 -0.933
C 7.367 -2.339 -1.789
C 8.026 -3.206 -2.658
C 7.751 -4.579 -2.627
C 6.812 -5.088 -1.724
C 6.149 -4.232 -0.838
C 3.740 -0.701 -0.946
C 2.450 -0.692 -1.429
C -1.063 -3.647 -0.729
C -2.200 -4.473 -0.731
H -4.361 -5.937 -1.006
H -5.399 -4.487 -0.931
H -4.906 -5.129 -2.503
H -4.255 -2.570 -2.660
H -2.168 -1.271 -2.890
H 0.169 -1.212 -2.667
H 1.517 -3.861 -0.675
H 3.736 -3.824 0.406
H 7.563 -1.266 -1.783
H 8.766 -2.805 -3.353
H 8.270 -5.255 -3.313
H 6.591 -6.156 -1.687
H 5.447 -4.612 -0.097
H 4.382 0.172 -1.019
H 2.121 0.179 -2.005
H -0.228 -3.916 -0.087
H -2.210 -5.389 -0.131
C -0.364 -0.236 -0.873
Zr -2.233 3.517 1.857
C -3.638 1.875 2.182
C -3.271 5.495 0.946
C -1.936 5.551 0.406
C -1.850 4.640 -0.710
C -0.819 4.354 -1.631
C -1.049 3.425 -2.633
C -2.295 2.767 -2.748
C -3.328 3.028 -1.861
C -3.129 3.971 -0.830
C -3.983 4.485 0.210
C 0.269 3.592 1.976
C -0.417 4.344 3.001
C -0.961 3.374 3.943
C -2.026 3.491 4.871
C -2.364 2.356 5.616
C -1.762 1.109 5.361
C -0.840 0.939 4.335
C -0.466 2.062 3.568
C 0.243 2.208 2.323
H 0.279 0.638 -1.041
H -0.395 -0.410 0.214
H -1.375 0.078 -1.167
H -4.338 2.134 2.992
H -4.241 1.653 1.287
H -3.137 0.944 2.481
H -3.712 6.213 1.635
H -1.163 6.283 0.635
H 0.129 4.887 -1.535
H -0.271 3.207 -3.366
H -2.442 2.061 -3.568
H -4.296 2.531 -1.938
H -5.033 4.216 0.303
H 0.855 4.021 1.163
H -0.414 5.422 3.163
H -2.481 4.476 5.021
H -3.096 2.430 6.422
H -2.034 0.254 5.983
H -0.394 -0.032 4.107
H 0.787 1.393 1.839
*
```


DFT (the ωB97M-V functional and the def2-TZVPD basis) results for an isolated molecule of C19H23N3O5.

Computed properties:
SMILES   CCOC(=O)N1CCN(c2c(NCc3ccccc3OC)c(=O)c2=O)CC1
E   -1278.26748 a.u.
Frontier orbital gap   8.26 eV
E_HOMO   -7.836 eV
Strongest force on any atom   0.8 eV/A
Energy above the lowest of the compared OMol25 structures with the same formula, charge and spin   3.868 eV

ORCA input file:
```
! RIJCOSX wB97M-V def2-TZVPD def2/J DEFGRID3
* xyz 0 1
C -5.488 -3.991 -0.835
C -5.721 -2.609 -0.252
O -4.469 -1.922 -0.220
C -4.505 -0.699 0.355
O -5.510 -0.190 0.788
N -3.277 -0.124 0.413
C -3.145 1.241 0.880
C -2.711 2.152 -0.276
N -1.513 1.616 -0.895
C -0.316 2.065 -0.464
C 1.025 1.686 -0.597
N 1.707 0.699 -1.204
C 3.109 0.475 -0.923
C 3.330 -0.641 0.070
C 2.444 -0.863 1.110
C 2.648 -1.887 2.020
C 3.758 -2.699 1.889
C 4.662 -2.491 0.860
C 4.458 -1.465 -0.055
O 5.290 -1.188 -1.101
C 6.462 -1.951 -1.253
C 1.493 2.861 0.159
O 2.576 3.272 0.507
C 0.043 3.270 0.302
O -0.587 4.163 0.822
C -1.703 0.271 -1.390
C -2.098 -0.656 -0.228
H -6.429 -4.533 -0.869
H -4.782 -4.542 -0.221
H -5.087 -3.912 -1.842
H -6.121 -2.667 0.765
H -6.427 -2.033 -0.861
H -4.108 1.555 1.281
H -2.391 1.275 1.674
H -2.507 3.156 0.094
H -3.500 2.193 -1.032
H 1.205 -0.104 -1.558
H 3.525 1.406 -0.529
H 3.625 0.232 -1.855
H 1.586 -0.214 1.220
H 1.949 -2.043 2.826
H 3.932 -3.500 2.591
H 5.523 -3.135 0.781
H 6.969 -1.536 -2.123
H 7.114 -1.864 -0.379
H 6.235 -3.007 -1.436
H -0.798 -0.081 -1.884
H -2.516 0.292 -2.124
H -2.303 -1.664 -0.584
H -1.282 -0.689 0.505
*
```


DFT (the ωB97M-V functional and the def2-TZVPD basis) results for a structure of composition C5H11NO.

Computed properties:
E   -326.93974 a.u.
Frontier orbital gap   8.69 eV
E_HOMO   -7.790 eV
Strongest force on any atom   4.3 eV/A
Energy above the lowest of the compared OMol25 structures with the same formula, charge and spin   5.214 eV

ORCA input file:
```
! RIJCOSX wB97M-V def2-TZVPD def2/J DEFGRID3
* xyz 0 1
C 0.304 -0.931 -0.222
C 1.080 0.351 -0.080
C -0.749 -0.737 1.447
C 0.287 1.371 0.633
C 1.142 1.370 -1.131
N -0.685 -1.067 -1.214
O -2.065 -0.560 1.053
H -2.124 -0.837 0.120
H 0.906 -1.836 -0.106
H 2.037 0.149 0.398
H -0.727 -0.347 -1.922
H -0.755 -1.983 -1.636
H -0.531 -1.760 1.777
H -0.559 -0.125 2.326
H 0.773 2.019 1.354
H -0.751 1.585 0.420
H 0.352 1.449 -1.863
H 2.064 1.888 -1.354
*
```